1.
DFT (ωB97M-V/def2-TZVPD) results for a molecular structure, C54H47GeIrNOP2S4 at a distorted geometry.

XYZ file:
```
111
Properties=species:S:1:pos:R:3:mulliken_charge:R:1
Ir 0.857 0.270 0.143 3.70
O -1.524 1.590 0.647 -0.82
S -1.637 0.278 -0.012 1.30
C -2.877 0.449 -1.292 0.02
C -4.167 0.735 -0.854 -0.36
C -5.265 0.701 -1.708 -1.17
C -5.041 0.396 -3.030 0.39
C -5.997 0.235 -4.178 -0.87
C -5.091 0.096 -5.426 -0.78
C -3.695 0.018 -4.877 -0.17
C -2.480 -0.152 -5.498 -1.17
C -1.334 -0.132 -4.712 -0.40
C -1.335 0.035 -3.321 -0.12
P 0.337 0.059 -2.567 1.69
C 1.151 -1.310 -3.484 1.17
C 1.787 -1.155 -4.713 -0.19
C 2.351 -2.244 -5.354 -0.98
C 2.289 -3.503 -4.780 -0.69
C 1.653 -3.667 -3.562 -0.46
C 1.087 -2.580 -2.920 -1.00
C 1.065 1.550 -3.324 0.78
C 0.285 2.686 -3.526 -0.86
C 0.877 3.879 -3.899 -0.61
C 2.247 3.949 -4.089 -0.83
C 3.027 2.819 -3.908 -0.89
C 2.445 1.630 -3.513 -0.55
C -2.579 0.208 -2.652 -1.59
C -3.724 0.203 -3.487 1.55
C -2.533 -0.734 1.194 -0.21
C -3.537 -1.604 0.758 0.73
C -4.540 -2.057 1.613 -1.33
C -4.556 -1.602 2.915 0.28
C -5.540 -1.796 4.035 -0.93
C -4.992 -0.933 5.203 -0.79
C -3.712 -0.341 4.682 -0.08
C -2.811 0.556 5.215 -1.11
C -1.672 0.883 4.484 -0.70
C -1.418 0.379 3.201 0.38
P 0.286 0.449 2.571 1.65
C 0.914 2.012 3.239 0.09
C 0.182 3.177 3.023 -0.20
C 0.698 4.396 3.420 -0.78
C 1.947 4.464 4.016 -0.73
C 2.674 3.305 4.232 -0.54
C 2.164 2.079 3.846 -0.97
C 1.082 -0.798 3.666 0.27
C 0.873 -0.820 5.044 -0.13
C 1.440 -1.810 5.824 -0.98
C 2.227 -2.792 5.244 -0.71
C 2.442 -2.776 3.877 -1.11
C 1.874 -1.787 3.093 0.46
C -2.429 -0.376 2.558 -2.88
C -3.514 -0.775 3.364 1.68
H -4.297 0.996 0.185 0.62
H -6.257 0.902 -1.333 0.48
H -6.678 1.085 -4.252 0.35
H -6.609 -0.661 -4.031 0.27
H -5.189 0.966 -6.081 0.25
H -5.341 -0.785 -6.020 0.32
H -2.405 -0.292 -6.567 0.50
H -0.385 -0.247 -5.212 0.46
H 1.854 -0.183 -5.178 0.39
H 2.843 -2.110 -6.306 0.44
H 2.737 -4.348 -5.280 0.41
H 1.608 -4.645 -3.106 0.45
H 0.614 -2.705 -1.957 0.11
H -0.785 2.636 -3.379 0.33
H 0.272 4.766 -4.018 0.43
H 2.710 4.882 -4.371 0.39
H 4.097 2.867 -4.055 0.44
H 3.059 0.753 -3.352 0.44
H -3.548 -1.903 -0.280 0.63
H -5.314 -2.707 1.231 0.47
H -5.611 -2.851 4.314 0.32
H -6.540 -1.474 3.735 0.30
H -4.819 -1.534 6.099 0.30
H -5.699 -0.148 5.481 0.29
H -2.964 0.988 6.192 0.48
H -0.962 1.579 4.912 0.68
H -0.773 3.115 2.520 0.42
H 0.133 5.301 3.255 0.39
H 2.362 5.423 4.286 0.36
H 3.651 3.358 4.690 0.43
H 2.740 1.178 4.005 0.44
H 0.261 -0.067 5.513 0.49
H 1.265 -1.821 6.890 0.44
H 2.673 -3.561 5.857 0.40
H 3.052 -3.541 3.419 0.43
H 2.049 -1.776 2.023 -0.03
S 3.104 4.553 0.994 -0.12
C 2.672 3.005 0.548 0.14
S 1.272 2.745 -0.366 -0.19
S 3.726 1.674 0.977 -0.22
N -0.210 -2.523 0.549 -0.01
C 0.630 -1.755 0.195 -1.24
H -1.101 -2.596 1.016 0.29
C 4.940 -1.750 1.565 -1.29
Ge 4.652 -0.930 -0.214 0.78
C 6.344 0.036 -0.645 -1.36
C 4.187 -2.295 -1.576 -1.14
C 3.229 0.446 -0.190 -0.19
H 5.994 -1.976 1.693 0.56
H 4.379 -2.670 1.674 0.20
H 4.638 -1.063 2.349 0.36
H 7.145 -0.663 -0.871 0.44
H 6.638 0.628 0.219 0.37
H 6.227 0.697 -1.499 0.36
H 4.950 -3.066 -1.624 0.52
H 4.083 -1.859 -2.565 0.22
H 3.241 -2.756 -1.316 0.24
H 3.200 0.940 -1.164 -0.50
```

Properties
* ⟨S²⟩: 8.79
* frontier orbital gap (alpha / beta): 3.882 / 5.993 eV
* spin multiplicity: 6
* relative energy (zero: lowest compared OMol25 entry of this formula, charge and spin): 56.3 kcal per mole
* LUMO energy (alpha / beta): -0.4 / -1.1 eV

---

2.
DFT (ωB97M-V/def2-TZVPD) results for a molecular structure, C6H6N2 at a distorted geometry.

XYZ file:
```
14
Properties=species:S:1:pos:R:3:mulliken_charge:R:1
C -0.333 -1.637 -0.280 -0.53
C 0.337 -1.847 1.129 -0.38
C 0.436 -0.556 1.612 -0.55
C 0.537 0.348 0.437 0.18
C 0.307 1.743 0.057 -0.17
C -0.642 0.663 -1.328 -0.02
H 0.206 -1.971 -1.045 0.43
H -1.484 -1.949 -0.337 0.25
H 0.267 -2.725 1.706 0.40
H 1.047 -0.595 2.561 0.30
H 0.624 2.636 0.757 0.28
H -0.939 0.017 -2.358 0.21
N -0.370 1.926 -1.025 -0.64
N -0.141 -0.168 -0.552 0.23
```

Properties
* frontier orbital gap: 8.409 eV
* spin multiplicity: 1
* relative energy (zero: lowest compared OMol25 entry of this formula, charge and spin): 83.5 kcal per mole
* LUMO energy: 0.5 eV

---

3.
DFT (ωB97M-V/def2-TZVPD) results for a molecular structure, F4H20N2Na3O18S4 at a distorted geometry.

XYZ file:
```
51
Properties=species:S:1:pos:R:3:mulliken_charge:R:1
Na -0.967 -0.573 3.428 0.85
Na -1.423 2.104 1.494 0.99
Na 2.489 -3.879 1.246 0.87
N -0.199 0.129 1.268 -0.44
S 1.535 0.281 1.181 1.14
O 2.149 0.819 -0.025 -0.44
O 2.193 -0.667 2.043 -0.52
F 1.587 1.623 2.157 -0.40
S -0.229 -0.975 0.219 0.75
O 0.289 -2.277 0.676 -0.55
O 0.002 -0.583 -1.174 -0.14
F -1.840 -1.136 0.272 -0.30
N -2.589 2.888 -3.036 -0.13
S -1.224 1.964 -2.589 1.22
O -0.822 2.179 -1.206 -0.47
O -0.150 1.663 -3.500 -0.44
F -2.013 0.563 -2.501 -0.21
S -1.781 3.897 -3.828 1.07
O -1.549 3.523 -5.237 -0.33
O -0.799 4.703 -3.126 -0.39
F -3.013 4.990 -3.911 -0.26
O -2.801 -2.244 2.890 -0.60
H -3.241 -2.580 2.109 0.30
H -2.319 -2.996 3.235 0.33
O -3.465 1.365 0.341 -0.61
H -3.931 1.217 1.164 0.32
H -3.533 0.533 -0.127 0.26
O 4.440 -2.445 3.011 -0.58
H 5.203 -2.678 3.541 0.28
H 4.746 -1.730 2.452 0.34
O -4.419 -0.596 -2.233 -0.61
H -4.975 -1.280 -2.607 0.31
H -3.673 -1.068 -1.864 0.29
O 3.032 2.708 -2.273 -0.62
H 3.133 2.354 -3.157 0.32
H 2.129 2.499 -2.033 0.30
O 3.375 -2.022 -0.339 -0.58
H 3.874 -2.835 -0.265 0.28
H 3.861 -1.393 0.194 0.30
O -2.443 -2.889 -1.705 -0.59
H -2.943 -2.858 -0.889 0.27
H -1.666 -3.404 -1.490 0.27
O 3.526 -0.148 4.375 -0.62
H 3.532 -0.929 3.823 0.42
H 2.606 0.114 4.411 0.31
O 0.901 -0.853 -4.180 -0.65
H 0.498 -0.735 -3.320 0.33
H 1.168 0.028 -4.442 0.32
O 0.517 0.950 4.892 -0.52
H 0.713 1.882 4.799 0.29
H 0.511 0.798 5.837 0.29
```

Properties
* ⟨S²⟩: 0.76
* frontier orbital gap (alpha / beta): 7.844 / 4.822 eV
* spin multiplicity: 2
* LUMO energy (alpha / beta): -7.0 / -10.0 eV
* charge: +2

---

4.
DFT (ωB97M-V/def2-TZVPD) results for C4H7NO2 in the gas phase at a distorted geometry.

XYZ file:
```
14
Properties=species:S:1:pos:R:3:mulliken_charge:R:1
C 0.213 3.135 0.433 -0.03
C 0.007 1.976 0.324 -0.50
N -0.056 0.256 0.141 0.18
O -1.330 0.039 0.658 -0.24
C -1.635 -1.291 0.276 -0.48
O 0.918 -0.375 1.051 -0.26
C 1.888 -0.983 0.236 -0.54
H 0.161 4.178 0.682 0.40
H -0.939 -1.973 0.953 0.19
H -1.460 -1.353 -0.802 0.25
H -2.736 -1.388 0.546 0.24
H 2.904 -0.695 0.633 0.23
H 1.804 -0.538 -0.799 0.31
H 1.776 -2.037 0.187 0.26
```

Properties
* frontier orbital gap: 10.811 eV
* spin multiplicity: 1
* relative energy (zero: lowest compared OMol25 entry of this formula, charge and spin): 197.7 kcal per mole
* LUMO energy: 1.0 eV

---

5.
DFT (ωB97M-V/def2-TZVPD) results for a gas-phase ion, C7H10N5O (charge +1) at a distorted geometry.

XYZ file:
```
23
Properties=species:S:1:pos:R:3:mulliken_charge:R:1
C -0.180 2.489 -2.123 -1.12
C -0.149 1.388 -1.059 0.41
N -0.883 1.325 0.031 -0.88
N -0.762 0.073 0.504 0.84
C -1.376 -0.206 1.798 -1.15
C -0.317 -0.106 2.828 0.88
N 0.640 -1.048 3.043 -0.43
C 1.290 -0.544 4.056 0.06
O 0.772 0.576 4.485 -0.07
N -0.217 0.915 3.624 -0.39
C -0.033 -0.710 -0.314 0.80
C 0.093 -2.093 -0.126 -1.32
N 0.410 0.111 -1.258 -0.10
H 0.738 2.929 -2.606 0.36
H -0.458 3.237 -1.481 0.37
H -0.900 2.376 -2.884 0.31
H -1.766 -1.166 1.792 0.43
H -2.194 0.432 1.961 0.36
H 2.068 -1.126 4.680 0.36
H -0.756 -2.463 0.360 0.33
H 0.844 -2.547 0.584 0.34
H 0.545 -2.553 -1.056 0.33
H 1.028 -0.157 -2.042 0.26
```

Properties
* frontier orbital gap: 11.161 eV
* spin multiplicity: 1
* relative energy (zero: lowest compared OMol25 entry of this formula, charge and spin): 63.3 kcal per mole
* LUMO energy: -3.1 eV
* charge: +1

---

6.
DFT (ωB97M-V/def2-TZVPD) results for a gas-phase ion, C5H8NO (charge +1) at a distorted geometry.

XYZ file:
```
15
Properties=species:S:1:pos:R:3:mulliken_charge:R:1
C -2.954 -0.532 0.020 -1.14
C -1.814 0.344 0.104 0.02
C -0.528 -0.123 0.053 -0.34
C 0.724 0.772 -0.101 -0.32
N 2.311 0.278 0.196 -0.06
C 3.433 0.015 0.083 0.52
O 4.633 -0.327 -0.152 -0.36
H -3.714 -0.242 0.732 0.33
H -2.765 -1.555 0.105 0.36
H -3.469 -0.335 -1.000 0.28
H -2.028 1.298 0.451 0.39
H -0.148 -1.133 -0.264 0.24
H 0.823 0.771 -1.144 0.34
H 0.604 1.774 0.421 0.33
H 4.891 -1.005 0.495 0.40
```

Properties
* frontier orbital gap: 9.393 eV
* spin multiplicity: 1
* relative energy (zero: lowest compared OMol25 entry of this formula, charge and spin): 70.8 kcal per mole
* LUMO energy: -3.9 eV
* charge: +1

---

Question: The highest spin multiplicity belongs to which entry?
Answer: C54H47GeIrNOP2S4

---

Question: Which value of spin multiplicity does entry 6 give?
Answer: 1